Entry 1:
Density functional theory data (ωB97M-V with the def2-TZVPD basis set) for a structure of composition C23H17BrIMoN6O4S2.

LUMO level (alpha / beta)   -10.10 / -9.84 eV
Charge   +3
HOMO (alpha / beta)   -15.9 / -15.9 eV

Element x y z (Å)
Mo (0.3236, 0.6112, -2.1567)
N (4.0373, 2.9390, -2.5988)
C (2.7671, 2.5432, -2.5124)
S (2.4719, 0.8018, -2.8999)
N (1.8150, 3.3275, -2.1600)
N (0.5515, 2.7522, -2.1587)
C (-0.3901, 3.6278, -2.2971)
C (-1.8075, 3.3725, -2.3687)
C (-2.7097, 4.4272, -2.5074)
C (-4.0676, 4.1713, -2.5847)
C (-4.5402, 2.8651, -2.5043)
C (-3.6597, 1.7987, -2.3652)
C (-2.3170, 2.0791, -2.3173)
O (-1.3811, 1.0687, -2.2084)
H (4.7549, 2.3350, -2.9634)
H (4.2678, 3.9069, -2.4280)
H (-0.0604, 4.6604, -2.3645)
H (-2.3405, 5.4441, -2.5604)
H (-4.7610, 4.9907, -2.7134)
H (-5.6026, 2.6718, -2.5639)
H (-4.0063, 0.7748, -2.3218)
Br (2.4930, -3.9363, -4.4879)
C (1.2944, -4.7113, -3.2674)
C (1.3799, -6.0730, -3.0053)
C (0.5283, -6.6656, -2.0846)
C (-0.4097, -5.9110, -1.3950)
C (-0.5251, -4.5515, -1.6458)
C (0.3237, -3.9960, -2.5834)
I (-0.0217, -1.9733, -3.1616)
H (2.1224, -6.6606, -3.5274)
H (0.6004, -7.7303, -1.9087)
H (-1.0606, -6.3736, -0.6657)
H (-1.2713, -3.9567, -1.1383)
O (0.8826, -3.6630, 5.6088)
S (-0.3481, -2.9821, 5.7180)
O (-0.3568, -1.7397, 4.4354)
O (-0.1546, -1.7263, 6.8302)
C (0.2087, -0.5681, 6.3010)
N (0.5954, 0.4603, 6.9882)
C (0.9644, 1.5351, 6.2961)
C (0.9826, 1.5644, 4.8979)
C (0.5449, 0.4634, 4.1998)
N (0.1250, -0.5769, 4.9559)
C (0.5154, 0.3894, 2.7145)
C (-0.5619, -0.1227, 2.0009)
C (-0.5254, -0.1090, 0.6211)
N (0.5158, 0.3865, -0.0771)
C (1.5652, 0.8616, 0.6168)
C (1.5968, 0.8806, 1.9962)
H (1.2579, 2.3987, 6.8806)
H (1.3017, 2.4478, 4.3640)
H (-1.4369, -0.5214, 2.4934)
H (-1.3466, -0.5175, 0.0493)
H (2.3980, 1.2404, 0.0430)
H (2.4768, 1.2687, 2.4919)



Entry 2:
Density functional theory data (ωB97M-V with the def2-TZVPD basis set) for a structure of composition C30H34BrF32NO4P.

LUMO level   -3.35 eV
Charge   +1
HOMO   -11.7 eV

Element x y z (Å)
C (3.5021, -3.2166, -1.3625)
C (2.8768, -2.1099, -1.7467)
C (2.3140, -0.9597, -2.7484)
C (0.8359, -1.2706, -3.3269)
C (0.4742, 0.1363, -4.1069)
C (1.0220, -0.0924, -5.6166)
N (0.9002, -1.6162, -5.7387)
C (0.6259, -2.4063, -4.4578)
Br (2.0214, -3.8598, -4.6342)
P (-0.9791, -3.4766, -4.4130)
C (-1.1756, -4.2491, -2.6560)
C (-2.5305, -2.4183, -4.6861)
C (-2.7696, -1.2394, -3.5943)
H (3.9161, -4.2585, -1.0624)
H (2.2175, -0.0034, -2.0862)
H (3.0495, -0.6879, -3.5890)
H (0.2052, -1.4082, -2.3559)
H (0.9685, 1.0427, -3.5888)
H (-0.6316, 0.4621, -4.1435)
H (2.0982, 0.3260, -5.6631)
H (0.3595, 0.2731, -6.4817)
H (0.4445, -1.9285, -6.6156)
H (1.9124, -1.8618, -5.8879)
H (-1.5156, -3.4871, -1.8663)
H (-0.1805, -4.7730, -2.4097)
H (-1.9649, -5.0978, -2.8001)
H (-3.4456, -3.1384, -4.5968)
H (-2.5853, -1.9983, -5.7710)
H (-1.9037, -1.0817, -2.8550)
H (-3.7396, -1.3757, -2.9597)
H (-2.8681, -0.2468, -4.2029)
C (3.0160, 0.7260, 2.5809)
C (3.4506, -0.0624, 3.8336)
C (4.7383, 0.4197, 4.4985)
F (5.8078, 0.3154, 3.6853)
F (5.0170, -0.3376, 5.5927)
F (3.5231, -1.3822, 3.5237)
F (2.4389, 0.0497, 4.7463)
O (3.3680, 0.1494, 1.3167)
C (4.6602, 0.4504, 0.8209)
C (5.5359, -0.7979, 0.6665)
F (5.7104, -1.4311, 1.8503)
F (6.7730, -0.4718, 0.2153)
F (5.2292, 1.4000, 1.5895)
F (4.4665, 1.0215, -0.3956)
H (1.9209, 0.7203, 2.5819)
H (3.2828, 1.7844, 2.6369)
H (4.6496, 1.4578, 4.8286)
H (5.0865, -1.5065, -0.0323)
C (-5.4944, 3.3837, -7.2261)
C (-6.9589, 3.6225, -6.8087)
C (-7.2423, 3.5171, -5.3116)
F (-6.9830, 2.2870, -4.8233)
F (-8.5554, 3.7560, -5.0612)
F (-7.7619, 2.7921, -7.5179)
F (-7.2849, 4.8873, -7.2089)
O (-5.1718, 2.0723, -7.7067)
C (-4.8451, 1.1016, -6.7305)
C (-5.8258, -0.0762, -6.7225)
F (-7.0875, 0.3306, -6.4588)
F (-5.4972, -0.9739, -5.7584)
F (-4.7241, 1.6939, -5.5245)
F (-3.6028, 0.6548, -7.0524)
H (-5.3148, 4.0337, -8.0888)
H (-4.7823, 3.7292, -6.4708)
H (-6.6593, 4.2486, -4.7450)
H (-5.8321, -0.5884, -7.6871)
C (-1.2227, 5.2836, 4.7171)
C (-0.4723, 6.5106, 4.1626)
C (0.0881, 6.3566, 2.7502)
F (1.0072, 5.3733, 2.6642)
F (0.7157, 7.4976, 2.3631)
F (0.4993, 6.8679, 5.0377)
F (-1.3615, 7.5481, 4.1497)
O (-0.4798, 4.4166, 5.5824)
C (0.2980, 3.4123, 4.9583)
C (1.7956, 3.5687, 5.2431)
F (2.2644, 4.7568, 4.7979)
F (2.5139, 2.6048, 4.6085)
F (0.0145, 3.3726, 3.6391)
F (-0.1383, 2.2351, 5.4681)
H (-2.0187, 5.6783, 5.3571)
H (-1.7503, 4.7277, 3.9362)
H (-0.7078, 6.1558, 2.0276)
H (1.9995, 3.5061, 6.3141)
C (1.5329, -2.8938, 5.7420)
C (1.9130, -3.0494, 7.2275)
C (2.9959, -4.0844, 7.5251)
F (2.6270, -5.3321, 7.1730)
F (3.2559, -4.1269, 8.8583)
F (0.7908, -3.2952, 7.9483)
F (2.3683, -1.8319, 7.6511)
O (0.3617, -3.5964, 5.3072)
C (0.5399, -4.9464, 4.9188)
C (-0.2485, -5.9207, 5.8008)
F (0.1313, -5.8352, 7.0965)
F (-0.0344, -7.2039, 5.4166)
F (1.8566, -5.2324, 4.8658)
F (0.0897, -5.0267, 3.6414)
H (1.2768, -1.8389, 5.6023)
H (2.3821, -3.0591, 5.0728)
H (3.9308, -3.8384, 7.0137)
H (-1.3201, -5.7160, 5.7491)



Entry 3:
Density functional theory data (ωB97M-V with the def2-TZVPD basis set) for a structure of composition C36H38N5O5PPbS2Si.

LUMO level   -0.48 eV
Charge   0
ΔE to the lowest compared entry with this formula, charge and spin   233.2 kJ/mol
HOMO   -7.5 eV

Element x y z (Å)
Pb (1.7604, 1.0067, -0.1314)
N (0.2510, 4.6381, -2.3262)
C (0.6858, 3.7144, -1.3401)
S (1.6525, 2.4186, -2.2198)
N (-0.5479, 3.2632, -0.6944)
N (-0.5019, 2.1983, -0.0506)
C (-1.7052, 1.7296, 0.4515)
C (-2.9575, 2.4508, 0.0815)
C (-3.8156, 1.9566, -0.8937)
C (-4.9761, 2.6419, -1.2283)
C (-5.2804, 3.8385, -0.5989)
C (-4.4164, 4.3510, 0.3606)
C (-3.2621, 3.6633, 0.6963)
C (-1.7416, 0.5537, 1.1790)
C (-2.9557, -0.2029, 1.3471)
C (-2.9202, -1.4955, 1.7463)
C (-1.6815, -2.1216, 2.0575)
C (-0.5913, -1.3263, 2.1279)
N (-0.6258, 0.0040, 1.8100)
H (1.0513, 5.0587, -2.7814)
H (-0.3093, 5.3590, -1.8850)
H (-3.5646, 1.0307, -1.3974)
H (-5.6374, 2.2431, -1.9868)
H (-6.1827, 4.3757, -0.8599)
H (-4.6409, 5.2926, 0.8445)
H (-2.5766, 4.0708, 1.4271)
H (-3.8916, 0.2702, 1.0919)
H (-3.8425, -2.0567, 1.8226)
H (-1.6084, -3.1713, 2.2965)
H (0.3650, -1.6780, 2.4931)
O (4.6072, -0.6832, 1.5015)
N (3.8288, -1.3329, 0.5465)
C (3.4918, -2.4810, 0.9683)
C (2.6977, -3.4768, 0.2225)
C (2.7510, -4.7614, 0.7733)
C (2.1456, -5.8444, 0.1634)
C (1.4761, -5.6607, -1.0360)
C (1.3960, -4.3899, -1.5799)
C (1.9701, -3.2789, -0.9629)
P (1.6945, -1.6416, -1.7658)
C (-0.1107, -1.6091, -2.0502)
C (-0.5788, -0.5765, -2.8701)
C (-1.9364, -0.3940, -3.0702)
C (-2.8500, -1.2326, -2.4437)
C (-2.3973, -2.2365, -1.6030)
C (-1.0354, -2.4228, -1.4024)
C (2.4011, -1.9640, -3.4198)
C (3.7751, -1.7639, -3.5501)
C (4.4070, -1.9988, -4.7606)
C (3.6676, -2.4186, -5.8578)
C (2.2986, -2.6073, -5.7385)
C (1.6658, -2.3831, -4.5239)
H (4.7897, 0.1862, 1.1213)
H (3.8620, -2.7997, 1.9430)
H (3.3036, -4.9097, 1.6930)
H (2.2094, -6.8254, 0.6149)
H (1.0138, -6.4966, -1.5437)
H (0.8624, -4.2510, -2.5125)
H (0.1218, 0.1008, -3.3452)
H (-2.2780, 0.4140, -3.7037)
H (-3.9121, -1.0941, -2.6019)
H (-3.1036, -2.8810, -1.0958)
H (-0.7023, -3.2047, -0.7321)
H (4.3498, -1.4218, -2.6964)
H (5.4736, -1.8416, -4.8515)
H (4.1569, -2.5899, -6.8075)
H (1.7187, -2.9285, -6.5939)
H (0.5954, -2.5265, -4.4423)
O (0.8767, 3.6673, 1.8305)
S (2.0455, 4.0629, 1.0654)
O (1.5201, 4.4679, -0.4061)
O (2.9511, 2.9020, 0.8422)
O (2.7222, 5.2391, 1.4999)
C (1.2348, 2.1096, 5.1304)
Si (-0.2619, 1.4083, 4.2706)
C (-0.9491, -0.0745, 5.1833)
C (-1.5572, 2.7238, 4.0225)
C (0.3401, 0.8616, 2.5429)
H (0.9786, 2.4509, 6.1353)
H (1.6180, 2.9658, 4.5712)
H (2.0373, 1.3749, 5.2193)
H (-1.2584, 0.2138, 6.1903)
H (-0.2012, -0.8645, 5.2824)
H (-1.8199, -0.4938, 4.6753)
H (-1.8302, 3.1986, 4.9672)
H (-2.4689, 2.3319, 3.5666)
H (-1.1427, 3.4902, 3.3641)
H (1.2878, 0.3228, 2.6108)
H (0.5177, 1.7922, 2.0100)



Results for molar mass: 808.3, 1191.4, 951.1 (in g/mol, following the order of the records).